{
  "formula": "C7H13Cl2N2",
  "method": "wB97M-V/def2-TZVPD",
  "lumo_energy_ev": -5.402,
  "energy_ev": -35484.998,
  "homo_ev": -12.95,
  "multiplicity": 1,
  "de_lowest_kj_mol": 208.4,
  "total_charge": 1,
  "species": ["H", "C", "N", "H", "N", "H", "H", "H", "H", "H", "Cl", "H", "H", "H", "H", "H", "C", "H", "C", "C", "C", "Cl", "C", "C"],
  "positions_angstrom": [[-2.7346, -1.0541, -0.9622], [-0.3283, -0.5133, 1.2992], [0.8332, 1.3365, -0.5015], [-2.3946, 0.9715, 1.3783], [2.8592, 0.0728, -0.1352], [3.8112, 0.2440, 0.1013], [0.6583, -0.6276, -1.0509], [-1.0713, -0.7118, 2.0506], [0.1721, 0.3486, 1.6897], [0.3284, 2.2978, -0.2404], [3.5762, -2.5005, -0.1480], [0.1975, -1.4174, 1.0630], [-2.0449, -2.1356, 0.1965], [-1.1931, -1.7784, -1.2673], [-3.0646, 0.8252, -0.2901], [-0.4657, 0.5206, -2.0038], [-2.1438, 0.9361, 0.3290], [-1.5596, 1.8907, 0.0797], [-1.8314, -1.4101, -0.5473], [-0.0299, 0.2613, -0.9747], [-1.0823, -0.1848, 0.0236], [2.9556, 2.6356, 0.3514], [2.0784, 1.2036, -0.1102], [2.4739, -1.2106, -0.3305]],
  "forces_ev_per_a": [[-0.9502, -0.0217, -0.7504], [-1.6780, -0.3682, -0.3303], [-0.0478, 2.4041, 1.4773], [-0.1849, -0.0063, 0.2241], [0.7112, -1.1003, 0.2003], [1.1366, 0.5181, 0.3390], [-0.7864, 0.9496, -0.4511], [-0.2701, -0.4888, 0.4469], [1.0276, 0.2148, 0.1534], [1.7007, -2.5307, -0.8878], [0.0721, 1.6977, 0.0634], [1.0356, -0.2164, 0.5994], [-0.1285, -0.6803, 0.6955], [0.9676, -1.5432, -1.8077], [0.8479, 0.4520, 0.4283], [0.7074, -0.0520, 1.4707], [1.6892, 0.7450, -1.2968], [-1.5618, -0.6198, 0.4047], [0.6351, 1.8215, 1.2585], [0.0066, -1.5262, -2.0270], [-1.7658, 0.9819, 1.0433], [-0.7435, -1.0581, -0.1326], [-0.8784, 1.1209, -0.7759], [-1.5420, -0.6936, -0.3452]]
}